# 1
ORCA calculation (the ωB97M-V functional and the def2-TZVPD basis) on a single C5H7NS molecule.

Element x y z (Å)
C1 -0.1644 0.0416 -1.2794
C2 -0.2792 -0.2625 -0.0347
C3 0.6476 1.5136 1.1054
C4 0.3218 1.4405 -1.6729
C5 -0.3923 -1.2810 0.9537
N1 0.5277 1.5290 2.3281
S1 1.2276 2.2783 -0.3160
H1 -0.7089 -0.5175 -2.0541
H2 1.0504 1.5526 -2.4805
H3 -0.4104 2.1511 -1.8829
H4 0.4873 -1.0231 1.7386
H5 0.0496 -2.1489 0.5447
H6 -1.2305 -1.2927 1.6542
H7 1.0437 2.2012 3.0142

## Properties
multiplicity	3
expectation value of S²	2.016
orbital gap (spin up / spin down)	6.1 / 8.1	eV
E_HOMO (spin up / spin down)	-5.245 / -9.187	eV
ΔE to the lowest compared entry with this formula, charge and spin	45.9	kcal/mol

Results of the natural (NBO) charge analysis, in e, for atoms 1 through 8: -0.3421 0.1877 0.1016 -0.5146 -0.7395 -0.6735 0.2592 0.1983

---

# 2
ORCA calculation (the ωB97M-V functional and the def2-TZVPD basis) on a 2-piece molecular cluster, C2H4N2S overall.

Element x y z (Å)
C1 -1.3262 -0.0139 0.0548
C2 0.0924 0.0358 0.1301
N1 -2.4686 -0.2206 0.0837
N2 0.8593 -0.9313 -0.3614
S1 0.6074 1.7569 -0.1704
H1 -0.1484 -0.2588 2.0078
H2 1.6877 -0.5561 -0.7220
H3 0.8743 -1.7912 0.2011
H4 -0.1779 1.9791 -1.2238

## Properties
multiplicity	3
expectation value of S²	2.010
orbital gap (spin up / spin down)	8.0 / 8.2	eV
E_HOMO (spin up / spin down)	-7.366 / -10.254	eV
ΔE to the lowest compared entry with this formula, charge and spin	59.1	kcal/mol

Results of the natural (NBO) charge analysis, in e, for atoms 1 through 8: 0.1841 -0.0879 -0.2858 -0.7284 -0.0022 -0.0203 0.4017 0.4006